(1)
Below is a 2-piece molecular cluster, C4H12O2S overall in a non-equilibrium geometry, with properties calculated with wB97M-V/def2-TZVPD.

The geometry in XYZ format:
```
19
C4H12O2S wB97M-V/def2-TZVPD
O 0.3909 -3.0648 0.0591
C -0.0194 -1.8061 -0.4678
C -0.3441 -0.7691 0.6173
C -1.7491 -0.1336 0.5946
C -1.7153 1.3064 0.0352
S -2.8761 1.5261 -1.3651
H 0.8619 -3.0252 0.8972
H 0.7470 -1.4731 -1.1660
H -0.9219 -2.0357 -1.0176
H 0.4896 -0.0762 0.7690
H -0.1800 -1.2489 1.5923
H -2.1700 -0.1953 1.6008
H -2.4145 -0.7880 0.0255
H -1.8951 1.9483 0.8914
H -0.7808 1.5613 -0.4100
H -3.3222 2.7779 -1.1976
O 5.5653 1.8833 -0.2071
H 5.6108 2.1962 -1.1146
H 4.7228 1.4163 -0.1364
```

Values from the calculation:
* relative energy (zero: lowest compared OMol25 entry of this formula, charge and spin): 0.954 eV
* electronic energy: -708.22381 a.u.
* SMILES: OCCCCS.O
* Kohn-Sham gap: 9.6 eV
* LUMO energy: 0.4 eV
* max |F|: 1.4 eV/A



(2)
Below is an isolated ion of composition C4H10NS and charge +1 in a non-equilibrium geometry, with properties calculated with wB97M-V/def2-TZVPD.

The geometry in XYZ format:
```
16
C4H10NS wB97M-V/def2-TZVPD
C 0.7830 -2.2194 -0.1122
C 0.1632 -0.8018 -0.4302
C 0.8819 0.5879 0.1995
N -0.1724 1.5639 -0.0568
C -1.5521 1.1724 0.3324
S -1.4640 -0.7265 0.4931
H 1.7457 -2.6168 -0.7079
H -0.0836 -2.8328 -0.3545
H 1.0519 -2.3361 0.8927
H -0.0955 -0.5562 -1.4219
H 1.0976 0.6427 1.3311
H 1.6932 1.0582 -0.4114
H 0.1437 2.4409 0.3942
H -0.1720 1.7212 -1.1040
H -1.8352 1.4670 1.4223
H -2.1852 1.4356 -0.4666
```

Values from the calculation:
* relative energy (zero: lowest compared OMol25 entry of this formula, charge and spin): 1.697 eV
* electronic energy: -611.04089 a.u.
* SMILES: C[C@@H]1C[NH2+]CS1
* Kohn-Sham gap: 9.7 eV
* total charge: +1
* LUMO energy: -3.7 eV
* max |F|: 4.3 eV/A



(3)
Below is one molecule with the formula Cl2HNO2S in a non-equilibrium geometry, with properties calculated with wB97M-V/def2-TZVPD.

The geometry in XYZ format:
```
7
Cl2HNO2S wB97M-V/def2-TZVPD
N -0.4522 -1.3744 1.0418
O -0.5022 0.5417 2.5502
O -2.5948 0.0278 1.3185
S -1.1940 -0.1115 1.5078
Cl -1.5112 -2.0088 -0.1671
Cl -0.4809 1.0973 -0.3959
H 0.0811 0.0420 -0.2539
```

Values from the calculation:
* relative energy (zero: lowest compared OMol25 entry of this formula, charge and spin): 1.601 eV
* electronic energy: -1524.12732 a.u.
* Kohn-Sham gap (alpha / beta): 6.0 / 7.3 eV
* 2S+1: 3
* LUMO energy (alpha / beta): -0.7 / -4.5 eV
* max |F|: 8.7 eV/A



(4)
Below is C2H8BF4O3Sn as an isolated structure in a non-equilibrium geometry, with properties calculated with wB97M-V/def2-TZVPD.

The geometry in XYZ format:
```
19
C2H8BF4O3Sn wB97M-V/def2-TZVPD
Sn -5.8740 -10.3783 -21.4620
B -3.2917 -8.2588 -20.7384
F -4.4673 -7.8921 -21.3674
F -3.0418 -7.4339 -19.6685
F -3.3986 -9.6194 -20.4263
F -2.2388 -8.1801 -21.6803
O -3.9804 -11.0356 -23.6209
H -3.1326 -10.5751 -23.5451
H -3.9752 -11.4179 -24.5058
C -6.6358 -10.7195 -17.8682
C -5.6712 -9.5887 -17.6066
O -5.6900 -8.8317 -18.8412
O -6.0657 -11.6099 -18.8601
H -7.6221 -10.4369 -18.2239
H -6.6975 -11.2808 -16.9327
H -4.6094 -9.7118 -17.3992
H -6.0688 -8.9106 -16.8480
H -6.2401 -8.0438 -18.8182
H -5.5246 -12.2543 -18.3912
```

Values from the calculation:
* electronic energy: -945.23104 a.u.
* Kohn-Sham gap: 7.7 eV
* total charge: +1
* LUMO energy: -6.9 eV
* max |F|: 3.5 eV/A



Number 4 is which compound? C2H8BF4O3Sn



Copy entry 3 word for word.
Below is one molecule with the formula Cl2HNO2S in a non-equilibrium geometry, with properties calculated with wB97M-V/def2-TZVPD.

The geometry in XYZ format:
```
7
Cl2HNO2S wB97M-V/def2-TZVPD
N -0.4522 -1.3744 1.0418
O -0.5022 0.5417 2.5502
O -2.5948 0.0278 1.3185
S -1.1940 -0.1115 1.5078
Cl -1.5112 -2.0088 -0.1671
Cl -0.4809 1.0973 -0.3959
H 0.0811 0.0420 -0.2539
```

Values from the calculation:
* relative energy (zero: lowest compared OMol25 entry of this formula, charge and spin): 1.601 eV
* electronic energy: -1524.12732 a.u.
* Kohn-Sham gap (alpha / beta): 6.0 / 7.3 eV
* 2S+1: 3
* LUMO energy (alpha / beta): -0.7 / -4.5 eV
* max |F|: 8.7 eV/A